# 1
{
  "formula": "C19H17BN8O3PtSe4",
  "method": "wB97M-V/def2-TZVPD",
  "species": ["Pt", "C", "C", "N", "N", "C", "B", "N", "C", "C", "C", "N", "N", "C", "C", "C", "N", "N", "C", "C", "C", "N", "H", "H", "H", "H", "H", "H", "H", "H", "H", "H", "H", "H", "Se", "Se", "Se", "Se", "O", "C", "C", "C", "C", "C", "C", "C", "O", "O", "H", "H", "H", "H", "H"],
  "positions_angstrom": [[0.089, -1.357, 1.341], [1.025, -4.561, -1.142], [0.437, -4.087, 0.014], [0.114, -2.793, -0.124], [0.514, -2.415, -1.382], [1.064, -3.466, -1.989], [0.475, -0.913, -1.795], [1.649, -0.262, -1.015], [2.786, 0.342, -1.403], [3.603, 0.491, -0.299], [2.897, -0.078, 0.753], [1.731, -0.542, 0.302], [-0.896, -0.359, -1.308], [-1.926, 0.053, -2.065], [-2.967, 0.411, -1.234], [-2.494, 0.170, 0.050], [-1.238, -0.290, -0.010], [0.573, -0.716, -3.277], [-0.095, -1.419, -4.239], [0.020, -0.735, -5.415], [0.777, 0.408, -5.078], [1.098, 0.425, -3.801], [1.362, -5.562, -1.344], [0.204, -4.610, 0.927], [1.441, -3.376, -2.995], [2.908, 0.649, -2.426], [4.581, 0.938, -0.266], [3.157, -0.158, 1.796], [-1.854, 0.073, -3.139], [-3.933, 0.790, -1.518], [-2.985, 0.340, 0.993], [-0.597, -2.346, -4.011], [-0.386, -1.005, -6.374], [1.103, 1.211, -5.720], [1.899, -2.658, 2.503], [1.432, -3.907, 4.233], [-1.811, -2.925, 4.421], [-1.937, -1.929, 2.548], [1.081, 2.764, 1.685], [-0.011, 3.165, 2.364], [-0.200, 4.542, 2.460], [-1.286, 5.053, 3.131], [-2.234, 4.208, 3.724], [-2.071, 2.855, 3.622], [-0.958, 2.302, 2.946], [-0.888, 0.862, 2.815], [-1.908, 0.158, 3.071], [0.231, 0.347, 2.386], [1.155, 1.799, 1.745], [0.540, 5.187, 2.006], [-1.404, 6.126, 3.206], [-3.074, 4.621, 4.263], [-2.790, 2.178, 4.063]],
  "s2": 0.765,
  "homo_ev": [-11.08, -10.94],
  "charge": 1,
  "max_force_ha_per_bohr": 0.02209,
  "multiplicity": 2,
  "total_energy_ha": -11147.79994
}

# 2
{
  "formula": "C19H17F5N2SZn",
  "method": "wB97M-V/def2-TZVPD",
  "species": ["C", "C", "H", "H", "H", "H", "H", "H", "C", "C", "C", "C", "H", "H", "H", "H", "N", "C", "C", "N", "C", "C", "C", "H", "H", "C", "H", "H", "Zn", "C", "H", "H", "H", "F", "C", "C", "F", "C", "F", "C", "S", "C", "F", "C", "F"],
  "positions_angstrom": [[0.576, -2.429, -0.416], [1.277, -0.494, -3.070], [1.604, -2.525, -0.090], [0.503, -2.731, -1.465], [-0.290, -2.512, 0.240], [2.349, -0.368, -2.984], [0.968, -1.558, -3.020], [0.632, 0.260, -3.518], [2.614, -0.314, 1.317], [3.483, 0.319, 2.207], [3.602, 1.711, 2.171], [2.849, 2.425, 1.253], [2.432, -1.387, 1.339], [4.045, -0.298, 2.896], [4.277, 2.236, 2.838], [2.898, 3.503, 1.183], [1.947, 0.376, 0.387], [2.015, 1.730, 0.364], [1.197, 2.431, -0.645], [0.385, 1.673, -1.414], [-0.364, 2.237, -2.365], [0.529, 4.412, -1.850], [-0.314, 3.611, -2.618], [-0.989, 1.561, -2.958], [-0.936, 4.008, -3.407], [1.269, 3.825, -0.835], [1.932, 4.395, -0.200], [0.628, 5.477, -2.039], [0.794, -0.675, -1.190], [-2.840, -0.209, -1.312], [-2.199, -0.072, -2.183], [-3.600, 0.573, -1.265], [-3.295, -1.195, -1.312], [-2.903, -4.749, 3.573], [-2.709, -3.664, 2.799], [-3.709, -3.235, 1.933], [-4.865, -3.925, 1.862], [-3.524, -2.093, 1.152], [-4.592, -1.688, 0.398], [-2.312, -1.389, 1.174], [-1.796, -0.042, 0.131], [-1.343, -1.815, 2.107], [-0.189, -1.102, 2.210], [-1.509, -2.946, 2.891], [-0.526, -3.350, 3.729]],
  "homo_ev": -6.49,
  "max_force_ha_per_bohr": 0.03747,
  "multiplicity": 1,
  "total_energy_ha": -3520.43107,
  "de_lowest_ev": 3.059
}

# 3
{
  "formula": "C19H17IN2O3PdSTe",
  "method": "wB97M-V/def2-TZVPD",
  "species": ["Pd", "O", "C", "N", "S", "O", "O", "C", "C", "C", "C", "C", "C", "H", "H", "H", "H", "Te", "C", "C", "C", "C", "C", "C", "H", "H", "H", "H", "H", "C", "C", "C", "C", "C", "C", "N", "H", "H", "H", "H", "H", "H", "H", "H", "I"],
  "positions_angstrom": [[0.000, 0.048, -0.130], [1.203, -2.857, -3.033], [0.345, -2.950, -2.172], [0.312, -2.288, -0.975], [-0.880, -2.817, -0.038], [-1.769, -1.724, 0.306], [-0.417, -3.642, 1.051], [-1.662, -3.856, -1.230], [-2.826, -4.596, -1.150], [-3.162, -5.365, -2.257], [-2.351, -5.388, -3.393], [-1.185, -4.634, -3.447], [-0.859, -3.864, -2.345], [-3.450, -4.571, -0.267], [-4.072, -5.953, -2.243], [-2.640, -5.995, -4.242], [-0.540, -4.624, -4.316], [1.535, 1.475, -1.694], [3.431, 0.504, -1.714], [3.609, -0.852, -1.439], [4.877, -1.415, -1.438], [5.997, -0.648, -1.730], [5.830, 0.695, -2.040], [4.562, 1.259, -2.030], [2.748, -1.478, -1.258], [4.984, -2.469, -1.210], [6.986, -1.092, -1.721], [6.690, 1.309, -2.286], [4.449, 2.311, -2.266], [-2.040, 1.274, 2.454], [-0.696, 0.745, 2.824], [-0.168, 0.627, 4.093], [1.124, 0.059, 3.949], [1.311, -0.140, 2.598], [2.494, -0.735, 1.912], [0.212, 0.289, 1.906], [-2.693, 1.242, 3.330], [-2.505, 0.690, 1.660], [-2.006, 2.305, 2.090], [-0.667, 0.912, 5.009], [1.828, -0.192, 4.731], [2.796, -1.672, 2.386], [3.358, -0.063, 1.902], [2.270, -0.967, 0.872], [-2.067, 1.733, -1.269]],
  "s2": 2.008,
  "homo_ev": [-1.31, -1.31],
  "charge": -2,
  "max_force_ha_per_bohr": 0.01755,
  "multiplicity": 3,
  "total_energy_ha": -2161.31649,
  "de_lowest_ev": 0.787
}